Computed, not measured: a structure of composition C20H43Cl5IrO2P2, with wB97M-V/def2-TZVPD.

Geometry as XYZ:
```
73
Properties=species:S:1:pos:R:3:lowdin_spin:R:1
H -0.11612 4.90170 0.95775 0.06
H -0.84964 -4.85176 0.73222 0.00
Cl 0.41799 -0.20892 -1.72306 0.27
Cl -1.08513 -0.28807 1.83883 0.27
H 0.29549 -3.28611 -2.50000 0.00
H -1.53897 -1.90712 -2.30321 0.00
H 2.15124 -1.98616 -1.73580 0.01
H -3.65331 -1.95463 -0.07351 0.00
C 0.67283 -5.07807 -1.31491 0.00
H 1.25421 -3.64136 1.75145 0.01
H 3.49495 1.70841 -0.52849 0.00
H -0.40642 5.51772 -1.67046 0.05
C -2.06377 2.45465 -2.00522 0.02
H 0.28989 3.79860 3.22145 0.01
Ir 0.68264 -1.33893 0.48337 2.09
C 2.91473 2.48687 -0.01498 0.01
H 2.73732 -3.66743 -2.00504 0.01
H -1.66530 5.11081 -2.82723 0.03
H -2.75567 2.44854 -1.15354 0.00
H 3.59485 3.24700 0.39356 0.01
H -2.89953 -4.41911 -1.12830 0.00
C 0.67090 -3.55917 -1.49454 0.02
H 2.44932 1.98446 0.83568 0.00
C -0.86428 3.39480 -1.83630 0.02
H -2.64091 2.78168 -2.87909 0.01
H -1.95979 2.50115 1.67095 0.00
H 1.65025 3.54785 2.12792 0.01
C -1.76177 3.57104 1.49351 0.02
H -3.08003 -3.80320 1.18323 0.00
H 1.33374 -5.50672 -2.08230 0.00
H -3.58989 -3.50424 -2.48307 0.00
C 2.10752 -3.02252 -1.38318 0.05
H -1.98289 -4.25224 -2.64638 0.00
H 1.85325 2.43881 -1.88305 0.01
H -0.19501 3.19122 -2.68981 0.02
P -0.56661 -2.76794 -0.36361 0.05
H 0.00004 1.74547 -0.11933 0.00
O 1.89047 -0.03636 1.38569 0.02
H -2.24208 -4.15448 2.73087 0.00
H -2.03977 5.08501 -1.10094 0.02
C 3.10965 -0.37107 3.43983 0.00
Cl 1.65862 -0.43230 4.45704 0.00
H -1.99644 4.10515 2.42376 0.01
C 2.23394 4.54255 -1.37724 0.19
Cl 3.67508 1.30837 3.28964 0.03
H -2.29628 -2.51326 2.12775 0.00
H 3.31841 4.62792 -1.53808 0.03
C -0.28616 3.82373 1.14693 0.06
C -0.87610 -3.82806 1.13198 0.02
H 0.17177 -4.46505 2.88932 0.01
C 1.89595 3.09214 -0.98743 0.02
H 1.70664 4.84268 -2.29595 0.04
C -3.01896 -1.46348 -0.82653 0.00
H 0.12007 -2.70383 2.71297 0.01
C 2.64357 -0.88044 2.02519 0.02
H 1.08296 -5.36271 -0.33434 0.00
H -3.65522 -1.05794 -1.63099 0.00
C -1.26379 4.86269 -1.84144 0.15
C -2.01440 -2.42966 -1.45037 0.00
H -2.50549 -0.62547 -0.33780 0.00
H -2.46125 3.95095 0.73921 0.01
C -2.21505 -3.55926 1.80832 0.00
C -2.65427 -3.72979 -1.95105 0.00
H -0.32119 -5.53431 -1.40979 0.00
C 0.24026 -3.65055 2.16647 0.05
Cl 4.34290 -1.46396 4.01867 0.00
C 0.59797 3.31655 2.28835 0.02
O 2.91368 -2.00238 1.56358 0.10
H 1.96019 5.23895 -0.56518 0.06
P 0.16844 3.06081 -0.41257 0.03
H -1.74734 1.42525 -2.20654 0.00
H 0.48364 2.23210 2.42212 0.00
H 2.48345 -3.03756 -0.34696 0.01
```

Calculated values
LUMO level (spin up / spin down)   2.3 / 1.8 eV
Spin multiplicity   5
Total charge   -1
Energy relative to the best compared isomer or geometry (same formula, charge and spin)   21.35 kcal per mole
Highest occupied orbital energy (spin up / spin down)   0.013 / -0.214 Ha
Kohn-Sham gap (spin up / spin down)   0.072 / 0.280 Ha